Entry from the OMol25 dataset: C5H9MnO3 as an isolated structure in a non-equilibrium geometry (wB97M-V/def2-TZVPD).

XYZ file:
```
18
Properties=species:S:1:pos:R:3:forces:R:3
H -1.62284 0.30351 0.12021 2.44 2.11 1.63
O -0.38338 0.17098 -1.28456 3.34 2.68 1.07
O 0.45124 0.01881 0.84620 0.34 0.77 0.62
O -0.21374 2.07342 -0.02867 1.43 6.25 0.01
C -1.46218 -0.56220 -1.47715 -2.29 -0.92 -1.00
C 1.36895 0.56533 1.50146 -0.50 -0.06 0.14
C -1.33519 -1.76886 -2.29702 -0.56 -0.27 -0.33
C 2.06898 -0.15349 2.54806 0.47 -0.03 -0.15
C -0.46405 0.87349 -0.00940 -5.10 -8.19 -2.52
H -2.39160 0.01515 -1.57993 0.03 -0.16 0.21
H 1.56898 1.62872 1.30117 0.03 -0.35 0.14
H -1.78654 -2.60692 -1.74507 0.31 -0.07 -0.27
H -1.96708 -1.62158 -3.19086 0.38 -0.31 0.12
H -0.30053 -1.97422 -2.58670 -0.25 -0.09 0.14
H 3.14487 -0.10591 2.30477 -0.15 -0.14 0.18
H 1.96516 0.43860 3.47243 0.01 -0.13 -0.12
H 1.71684 -1.17896 2.67478 0.11 0.20 -0.04
Mn -0.35792 3.88413 -0.56971 -0.03 -1.31 0.16
```
Positions in Å, forces in eV/Å.

Summary:
spin multiplicity: 7
net charge: +2


Entry from the OMol25 dataset: an isolated molecule of C5H11NO in a non-equilibrium geometry (wB97M-V/def2-TZVPD).

XYZ file:
```
18
Properties=species:S:1:pos:R:3:forces:R:3
C -0.78154 2.21796 0.01079 -0.10 0.63 0.15
C -0.92666 0.75895 -0.40707 -1.29 0.92 0.69
N -0.05950 -0.16851 0.28182 0.40 0.58 -0.08
C 1.32073 0.31457 0.31314 0.00 -1.00 0.09
C -0.32872 -1.51450 -0.20296 0.76 0.30 1.02
C 0.61639 -2.57584 0.34978 -0.26 -0.53 -0.83
O 1.79251 -2.62383 0.10576 0.07 0.16 0.23
H 0.18862 2.69036 -0.12128 0.19 -0.25 -0.18
H -1.48721 2.83912 -0.55198 0.02 -0.23 -0.05
H -1.05443 2.35787 1.05971 0.10 -0.18 0.04
H -1.95873 0.56628 -0.08368 0.02 -0.51 -0.25
H -0.95746 0.69072 -1.50283 0.54 -0.25 -0.14
H 1.95415 -0.44910 0.74825 0.07 -0.06 0.00
H 1.71383 0.51061 -0.68750 0.12 0.33 -0.11
H 1.39853 1.16821 0.97848 -0.10 0.25 -0.25
H -0.23566 -1.60951 -1.29455 -0.29 0.01 -0.13
H -1.32687 -1.72457 0.17684 -0.22 -0.33 -0.54
H 0.13202 -3.44880 0.82726 -0.04 0.15 0.35
```
Positions in Å, forces in eV/Å.

Summary:
SMILES string: CCN(C)CC=O


Entry from the OMol25 dataset: C30H28Br2CrF5N6OS6 as an isolated structure in a non-equilibrium geometry (wB97M-V/def2-TZVPD).

XYZ file:
```
79
Properties=species:S:1:pos:R:3:forces:R:3
Cr 0.95590 0.43028 0.46367 -0.67 1.43 -1.62
S -2.17766 7.90197 -0.06997 -0.03 0.35 -0.04
C -1.83355 6.29798 0.12835 0.06 -0.43 0.09
S -3.02517 5.09422 0.44386 0.36 -0.09 -0.06
C -1.98162 3.66158 0.50847 0.71 0.85 -0.14
C -0.65354 3.93642 0.32738 -1.12 0.13 0.14
S 0.73184 2.90615 0.30409 0.75 -0.20 0.08
S -0.24549 5.63066 0.05148 -0.35 -0.10 0.04
S -2.73346 2.14925 0.73593 -0.45 0.61 1.19
S 0.00921 0.63922 -2.07837 -0.03 -0.03 0.38
C 1.05473 0.06818 -3.27825 0.10 -0.06 -0.20
N 0.91846 -1.16640 -3.77941 0.15 0.02 0.01
C 1.84021 -1.76595 -4.73150 0.10 0.05 -0.11
C 3.19141 -1.07207 -4.64383 -0.13 0.02 0.11
C 3.00275 0.43355 -4.74868 0.11 -0.13 -0.16
N 1.99953 0.86085 -3.78974 -0.08 -0.02 -0.08
H 0.26600 -1.74655 -3.27991 -0.04 0.02 0.05
H 1.44083 -1.68091 -5.74811 -0.03 -0.04 0.03
H 1.94059 -2.82441 -4.49242 -0.04 0.00 -0.01
H 3.84785 -1.42225 -5.43970 0.02 0.00 0.00
H 3.65726 -1.30855 -3.68554 0.03 0.01 -0.02
H 2.70378 0.70769 -5.76667 -0.03 0.02 0.03
H 3.94060 0.93740 -4.51866 -0.05 0.05 0.02
H 2.02683 1.79145 -3.40272 0.07 -0.04 0.11
C -5.16241 -1.97609 1.50812 -0.11 0.00 -0.02
N -3.72333 -1.87740 1.66770 0.11 -0.03 0.08
N -2.95804 -1.18250 0.74855 0.13 0.07 0.42
C -1.79524 -0.76232 1.33671 -0.31 -0.12 -0.12
O -0.92584 -0.19195 0.65462 0.59 -0.32 0.10
C -1.88452 -1.16918 2.70028 0.12 -0.01 0.10
C -3.06975 -1.81845 2.85998 0.03 0.00 -0.24
C -3.64814 -2.42152 4.08941 -0.04 0.03 -0.02
C -3.25612 -1.15644 -0.62925 -0.28 0.03 -0.81
C -3.08670 0.02882 -1.33486 -0.04 -0.59 -0.31
C -3.41052 0.06294 -2.68053 -0.21 -0.28 -0.15
C -3.89993 -1.06729 -3.32229 0.07 0.14 0.04
C -4.03132 -2.25724 -2.61804 -0.05 -0.05 -0.07
C -3.70565 -2.30670 -1.27407 0.12 -0.06 0.24
H -5.46932 -1.36485 0.66437 0.00 0.04 0.00
H -5.66324 -1.61173 2.40428 0.02 0.04 -0.03
H -5.47059 -3.00571 1.32138 0.04 0.01 -0.02
H -1.13285 -1.03702 3.45410 0.09 0.03 0.04
H -2.91358 -2.36382 4.88876 -0.03 -0.01 0.03
H -3.91113 -3.46757 3.92631 -0.01 0.00 0.01
H -4.54660 -1.89027 4.40980 0.01 0.00 0.01
H -2.70623 0.90890 -0.82228 -0.07 -0.17 -0.26
H -3.28822 0.98632 -3.23092 0.06 0.04 0.03
H -4.16759 -1.02136 -4.37025 0.00 -0.04 -0.03
H -4.37861 -3.15311 -3.11725 -0.02 0.00 0.01
H -3.77375 -3.23896 -0.72642 -0.04 -0.02 0.02
F 2.90756 -1.64977 0.83157 0.03 -0.09 0.14
C 1.65464 -1.49905 0.24696 0.65 -0.88 -0.28
F 1.88090 -1.78315 -1.10138 -0.01 -0.04 0.00
C 0.92383 -2.75005 0.72154 -0.29 -0.34 0.04
F 1.63772 -3.87967 0.53671 -0.02 0.13 -0.03
F 0.66561 -2.67964 2.04216 -0.07 0.06 -0.02
F -0.24075 -2.93121 0.07178 0.08 0.09 0.16
Br -1.20947 2.62712 5.16306 0.10 -0.06 -0.14
C 0.17546 1.58650 4.39847 -0.06 0.10 0.54
C 1.18111 1.07728 5.20736 -0.01 -0.10 -0.56
C 2.13107 0.27977 4.58518 -0.03 0.11 0.51
C 2.05296 0.04595 3.23022 0.14 -0.18 -0.59
N 1.09492 0.56748 2.45096 -0.06 0.16 1.67
C 0.15766 1.33364 3.04611 -0.32 -0.01 -0.54
H 1.21191 1.29715 6.26460 0.00 -0.02 0.02
H 2.93858 -0.15585 5.15707 0.02 -0.02 -0.07
H 2.78731 -0.56974 2.72848 -0.02 0.07 -0.01
H -0.64118 1.73304 2.41334 0.16 -0.09 0.06
Br 5.94932 0.26769 -2.50443 0.10 -0.01 -0.01
C 4.99765 0.89984 -0.97687 -0.32 0.01 0.15
C 5.69159 1.62323 0.00711 0.28 0.03 -0.06
C 4.87921 2.10360 1.06590 -0.15 -0.12 -0.01
C 3.54744 1.82267 1.10866 0.21 0.04 0.23
N 2.88822 1.05246 0.16711 -0.09 0.08 0.10
C 3.66386 0.63925 -0.89595 0.19 -0.14 -0.25
H 6.75081 1.81674 -0.05563 -0.02 -0.01 -0.01
H 5.31757 2.71035 1.84774 -0.08 0.04 0.02
H 2.93407 2.23001 1.89860 -0.01 0.07 -0.04
H 3.17237 0.07913 -1.67441 -0.02 -0.01 0.06
```
Positions in Å, forces in eV/Å.

Summary:
spin multiplicity: 5
net charge: -1


Entry from the OMol25 dataset: C4H8N2S as an isolated structure in a non-equilibrium geometry (wB97M-V/def2-TZVPD).

XYZ file:
```
15
Properties=species:S:1:pos:R:3:forces:R:3
C 1.43862 0.70567 0.45023 -0.72 -0.73 3.79
C 0.03319 0.94344 0.04574 1.64 3.08 -2.03
C -2.07826 -0.14514 0.18282 0.59 -0.34 -3.00
C -2.92246 -1.17715 -0.09270 -0.53 1.32 1.44
H 2.25287 -0.78563 -1.45702 -0.29 0.21 0.61
H 2.04188 1.67232 0.39664 -0.21 -1.90 0.19
H 0.97448 0.33011 1.70738 2.65 1.41 -3.19
H 0.18364 2.85386 -0.19648 -0.31 -0.82 -0.50
H -0.10355 -1.14094 0.32274 -1.14 2.67 -0.58
H -2.45390 0.87456 -0.05401 0.57 -0.66 0.82
H -4.08067 -0.76776 -0.21411 3.17 -2.01 0.41
H -2.49326 -2.23443 0.04291 -1.45 1.45 -0.62
N -0.46142 2.06908 -0.41269 0.63 -0.83 1.50
N -0.59141 -0.19294 0.12212 -5.95 -4.18 1.13
S 2.01386 -0.99350 -0.12692 1.34 1.33 0.02
```
Positions in Å, forces in eV/Å.


DFT total energy values (in a.u.) by entry order: -1571.77046; -327.05720; -10644.81419; -664.77377.